(1)
{
  "formula": "C5H14N2S",
  "method": "wB97M-V/def2-TZVPD",
  "symbols": ["S", "N", "N", "C", "C", "C", "C", "C", "H", "H", "H", "H", "H", "H", "H", "H", "H", "H", "H", "H", "H", "H"],
  "xyz": [[-1.953731, 2.295116, 0.160433], [0.800407, -2.518430, 0.067644], [1.046889, 0.113586, -0.741824], [-0.036268, -1.427775, 0.781328], [0.996092, 0.995147, -1.912657], [2.043269, -2.670921, 0.854350], [-0.937228, 0.888703, 0.888425], [-0.294083, -0.131923, -0.096484], [1.977634, 0.940715, -2.427944], [1.678615, 0.602759, -0.103609], [-1.092648, -0.557482, -0.852538], [-1.625574, 0.435858, 1.613350], [-0.076055, 1.276498, 1.447106], [1.870783, -2.635306, 1.896653], [2.833638, -1.964028, 0.453245], [2.429132, -3.635893, 0.528992], [0.588175, 2.004816, -1.590335], [-1.591100, 2.260961, -1.092795], [-1.040183, -1.749160, 1.036451], [0.434478, -1.103084, 1.706591], [1.023575, -2.414890, -0.910314], [0.287460, 0.730884, -2.642295]],
  "atomic_forces_ev_per_a": [[0.1, -0.6, 1.4], [1.1, 3.9, 3.6], [-1.4, 0.1, -0.1], [-0.9, 0.4, -1.2], [0.3, 1.5, 0.7], [0.3, -1.2, -2.7], [0.6, 0.6, -1.0], [-0.6, -2.6, -0.7], [-0.5, 0.7, 0.5], [-0.3, -0.4, 0.3], [1.8, 1.5, 0.8], [0.2, -0.2, -0.3], [-0.3, 0.3, 0.1], [-0.1, 0.2, 0.9], [-1.1, -0.3, 0.5], [0.3, -0.3, 0.4], [1.3, -0.6, -0.6], [0.5, -0.3, -0.9], [0.0, -0.8, 0.0], [0.5, -0.6, 0.0], [-0.7, -0.1, -0.9], [-1.0, -1.2, -0.8]],
  "spin_multiplicity": 2,
  "homo_ha": [-0.458, -0.458],
  "charge": 1
}

(2)
{
  "formula": "C5H14N2Si",
  "method": "wB97M-V/def2-TZVPD",
  "symbols": ["Si", "N", "N", "C", "C", "C", "C", "C", "H", "H", "H", "H", "H", "H", "H", "H", "H", "H", "H", "H", "H", "H"],
  "xyz": [[1.356616, -0.053161, 0.123535], [-2.195200, -0.649577, 0.364960], [-2.656321, 0.414122, 0.148297], [-4.096936, 0.604007, -0.198959], [3.013093, 0.118170, 1.041090], [1.472148, -1.504788, -1.177090], [0.110400, -0.780763, 1.399109], [0.653339, 1.540905, -0.724032], [0.521521, -1.876701, -1.414879], [2.130373, -1.217026, -2.029225], [3.473192, 1.002360, 0.619672], [1.226164, 2.094764, -1.459045], [2.934201, 0.016801, 2.051200], [1.930917, -2.312308, -0.644044], [-4.659991, 1.026991, 0.573307], [-0.275555, -0.237871, 2.222360], [0.182387, 2.251197, -0.106911], [-0.182297, 1.230943, -1.416388], [-4.399028, -0.410702, -0.268524], [3.726719, -0.678092, 0.711588], [-4.092214, 1.213144, -1.149067], [-0.173529, -1.792417, 1.333041]],
  "atomic_forces_ev_per_a": [[-1.2, -1.3, 0.0], [-0.9, 1.1, -0.4], [1.2, -0.2, 0.9], [1.4, -0.5, -2.0], [0.5, -0.8, -4.1], [1.7, 2.1, 0.8], [1.2, 1.4, -1.6], [-0.6, -1.6, -1.6], [-1.4, -0.1, -0.9], [-0.8, -0.4, 0.3], [0.3, 0.6, 0.7], [0.9, 0.0, 0.2], [-0.2, 0.4, 2.8], [0.6, -0.5, 0.4], [-0.4, 1.2, 1.2], [-0.3, 0.4, 0.8], [-0.4, 0.9, 1.2], [0.5, -0.3, 0.9], [-1.1, -0.8, -0.9], [-0.7, 0.3, 0.1], [-0.4, -0.8, 1.1], [-0.2, -1.1, 0.1]],
  "homo_ha": [-0.292, -0.284],
  "charge": 0
}